(1)
C57H64N11O2SiY | wB97M-V/def2-TZVPD

Positions of all 136 atoms, in Å:
1 Y -0.11 0.49 0.27
2 O 0.12 -0.78 4.75
3 C 0.00 -0.74 3.53
4 N 0.39 0.24 2.69
5 C 0.87 1.36 3.39
6 O 1.81 1.38 4.15
7 C 0.02 2.60 3.19
8 C 0.15 3.66 4.07
9 C -0.68 4.76 3.91
10 C -1.62 4.74 2.89
11 C -1.67 3.63 2.06
12 N -0.87 2.58 2.19
13 C -0.83 -1.81 2.88
14 C -1.28 -2.88 3.65
15 C -2.12 -3.81 3.07
16 C -2.52 -3.61 1.76
17 C -2.03 -2.51 1.08
18 N -1.18 -1.63 1.61
19 H 0.89 3.60 4.85
20 H -0.61 5.61 4.57
21 H -2.30 5.56 2.73
22 H -2.39 3.56 1.25
23 H -0.95 -2.94 4.68
24 H -2.48 -4.66 3.64
25 H -3.19 -4.30 1.26
26 H -2.32 -2.31 0.06
27 C 6.51 1.17 2.12
28 C 5.16 1.60 1.62
29 C 4.34 2.43 2.39
30 C 3.07 2.78 1.96
31 C 2.54 2.32 0.75
32 N 1.24 2.61 0.29
33 C 1.03 3.89 -0.10
34 C 2.01 4.91 0.06
35 C 1.81 6.22 -0.31
36 C 0.63 6.64 -0.91
37 C 0.44 8.06 -1.39
38 C -0.32 5.67 -1.13
39 C -0.16 4.34 -0.73
40 N -1.25 3.47 -1.08
41 C -2.49 3.90 -1.41
42 C -3.13 2.88 -2.07
43 C -2.20 1.84 -2.08
44 N -1.07 2.19 -1.47
45 C 3.40 1.53 -0.02
46 C 4.67 1.16 0.40
47 N 2.99 1.16 -1.33
48 C 3.70 1.33 -2.46
49 C 2.88 1.03 -3.51
50 C 1.66 0.69 -2.91
51 N 1.73 0.76 -1.59
52 H 7.02 1.99 2.63
53 H 6.41 0.35 2.84
54 H 7.14 0.83 1.31
55 H 4.68 2.79 3.35
56 H 2.46 3.44 2.57
57 H 2.96 4.65 0.50
58 H 2.61 6.93 -0.13
59 H 1.03 8.75 -0.79
60 H 0.75 8.18 -2.43
61 H -0.60 8.36 -1.32
62 H -1.20 5.94 -1.69
63 H -2.82 4.89 -1.16
64 H -4.13 2.89 -2.48
65 H -2.31 0.84 -2.47
66 H 5.27 0.52 -0.23
67 H 4.72 1.68 -2.42
68 H 3.11 1.05 -4.56
69 H 0.74 0.41 -3.38
70 C -0.81 -1.03 -1.57
71 Si 0.07 -2.61 -1.95
72 C 1.01 -3.20 -0.40
73 N 1.68 -2.14 0.37
74 C 1.95 -2.55 1.76
75 C 3.04 -3.60 1.93
76 C 4.34 -3.11 1.31
77 C 4.09 -2.74 -0.14
78 C 2.95 -1.72 -0.23
79 C -1.00 -4.12 -2.44
80 C -0.57 -5.00 -3.45
81 C -1.31 -6.12 -3.80
82 C -2.51 -6.40 -3.17
83 C -2.96 -5.55 -2.17
84 C -2.21 -4.43 -1.82
85 C 1.18 -2.48 -3.48
86 C 0.64 -1.93 -4.65
87 C 1.36 -1.86 -5.83
88 C 2.66 -2.36 -5.88
89 C 3.21 -2.93 -4.75
90 C 2.47 -3.00 -3.57
91 H -1.88 -1.25 -1.45
92 H -0.75 -0.42 -2.48
93 H 1.65 -4.06 -0.63
94 H 0.22 -3.61 0.24
95 H 1.01 -2.93 2.18
96 H 2.22 -1.65 2.33
97 H 2.74 -4.54 1.46
98 H 3.17 -3.81 3.00
99 H 5.13 -3.87 1.39
100 H 4.69 -2.23 1.86
101 H 3.86 -3.65 -0.71
102 H 4.98 -2.31 -0.61
103 H 2.76 -1.43 -1.27
104 H 3.27 -0.83 0.30
105 H 0.36 -4.81 -3.97
106 H -0.95 -6.77 -4.59
107 H -3.09 -7.27 -3.45
108 H -3.90 -5.75 -1.67
109 H -2.60 -3.79 -1.04
110 H -0.37 -1.55 -4.64
111 H 0.91 -1.43 -6.72
112 H 3.23 -2.31 -6.80
113 H 4.21 -3.34 -4.78
114 H 2.92 -3.47 -2.71
115 C -5.07 -0.98 -0.87
116 C -5.34 0.30 -0.10
117 N -4.86 0.31 1.28
118 C -5.83 -0.02 2.32
119 C -5.97 -1.52 2.56
120 C -3.54 0.50 1.54
121 C -3.13 0.55 2.99
122 N -2.65 0.66 0.63
123 H -5.40 -0.88 -1.91
124 H -5.60 -1.83 -0.44
125 H -4.01 -1.23 -0.89
126 H -6.42 0.49 -0.06
127 H -4.90 1.16 -0.62
128 H -6.79 0.41 2.03
129 H -5.54 0.47 3.24
130 H -6.39 -2.02 1.69
131 H -6.64 -1.71 3.40
132 H -5.01 -1.97 2.78
133 H -3.62 1.38 3.50
134 H -2.06 0.70 3.03
135 H -3.39 -0.37 3.51
136 H -3.05 0.60 -0.30

Properties
- energy relative to the best compared isomer or geometry (same formula, charge and spin) (kJ/mol) = 88.42
- frontier orbital gap (eV) = 6.89

=====

(2)
C5H6ClN3O2 | wB97M-V/def2-TZVPD

Positions of all 17 atoms, in Å:
1 N -1.87 1.64 0.76
2 C -1.67 0.38 0.39
3 Cl -2.68 -0.18 -0.98
4 N -1.00 -0.45 1.13
5 C -0.26 -1.60 0.92
6 C 0.80 -1.81 0.10
7 C 1.53 -1.02 -0.89
8 C 1.38 0.33 -1.16
9 N 0.96 1.30 -0.25
10 O 0.49 2.27 -0.80
11 O 1.11 1.16 1.02
12 H -1.84 2.22 -0.05
13 H -1.43 1.87 1.59
14 H -0.54 -2.38 1.64
15 H 1.33 -2.77 0.26
16 H 1.89 -1.65 -1.72
17 H 1.82 0.69 -1.98

Properties
- SMILES = N/C(Cl)=N/C=C\C=C/[N+](=O)[O-]
- energy relative to the best compared isomer or geometry (same formula, charge and spin) (kJ/mol) = 471.19
- frontier orbital gap (eV) = 7.66

=====

(3)
C3H2N2O3 | wB97M-V/def2-TZVPD

Positions of all 10 atoms, in Å:
1 O -1.23 2.06 -0.67
2 C -0.72 0.93 -0.68
3 N -0.25 0.14 -1.65
4 N 0.68 -0.79 -1.46
5 C 1.06 -1.00 -0.13
6 C 0.35 -0.50 0.99
7 O 0.64 -0.91 2.22
8 O -0.71 0.26 0.74
9 H 1.66 -1.90 0.31
10 H 1.57 -1.39 1.98

Properties
- SMILES = O=c1nncc(O)o1
- energy relative to the best compared isomer or geometry (same formula, charge and spin) (kJ/mol) = 419.78
- frontier orbital gap (eV) = 8.54

=====

(4)
C5H14NS | wB97M-V/def2-TZVPD

Positions of all 21 atoms, in Å:
1 C -2.22 1.20 0.50
2 N -1.02 1.26 -0.31
3 C 0.18 0.69 0.38
4 S 1.49 1.86 -0.16
5 C 0.30 -0.82 -0.04
6 C 0.74 -1.04 -1.47
7 C 1.25 -1.46 1.02
8 H -2.22 1.78 1.42
9 H -3.07 1.44 -0.15
10 H -2.31 0.18 1.03
11 H -1.23 0.73 -1.11
12 H -0.69 2.25 -0.44
13 H -0.07 0.77 1.38
14 H 2.35 0.89 -0.72
15 H -0.73 -1.31 0.16
16 H -0.15 -1.03 -2.13
17 H 1.46 -0.39 -1.79
18 H 1.26 -2.13 -1.48
19 H 2.33 -0.89 1.13
20 H 1.64 -2.49 0.71
21 H 0.74 -1.48 2.06

Properties
- total charge = +1
- SMILES = C[NH2+][C@H](S)C(C)C
- energy relative to the best compared isomer or geometry (same formula, charge and spin) (kJ/mol) = 197.90
- frontier orbital gap (eV) = 10.65

=====

(5)
C41H42BaP2Te | wB97M-V/def2-TZVPD

Positions of all 87 atoms, in Å:
1 Ba -0.21 2.42 -4.87
2 C -1.90 1.55 -6.52
3 C -1.91 0.32 -5.93
4 C -1.26 -0.88 -6.53
5 C 0.17 -0.59 -7.07
6 C 0.95 0.46 -6.34
7 C 1.27 1.67 -6.88
8 C 0.31 2.41 -7.78
9 C -1.19 1.93 -7.80
10 C 1.43 0.08 0.30
11 H -2.55 2.36 -6.12
12 H -2.60 0.11 -5.11
13 H -1.86 -1.30 -7.36
14 H -1.20 -1.70 -5.82
15 H 0.76 -1.51 -6.98
16 H 0.11 -0.40 -8.15
17 H 1.39 0.11 -5.39
18 H 2.27 2.15 -6.78
19 H 0.65 2.27 -8.83
20 H 0.36 3.51 -7.61
21 H -1.78 2.76 -8.24
22 H -1.23 1.12 -8.54
23 H 0.95 1.06 0.43
24 H 2.19 -0.08 1.07
25 H 0.64 -0.68 0.38
26 P -1.73 -0.68 -1.21
27 P 2.19 -0.18 -1.31
28 C -0.41 -0.87 -2.44
29 C 0.95 -0.83 -2.45
30 C -2.57 -2.31 -1.26
31 C -2.71 -3.02 -2.46
32 C -3.50 -4.17 -2.51
33 C -4.12 -4.64 -1.35
34 C -3.94 -3.98 -0.13
35 C -3.15 -2.82 -0.08
36 C -3.00 0.22 -2.13
37 C -2.44 1.28 -2.86
38 C -3.17 2.43 -3.11
39 C -4.51 2.47 -2.72
40 C -5.12 1.37 -2.11
41 C -4.36 0.24 -1.77
42 C 3.63 -1.21 -1.26
43 C 3.43 -2.53 -0.81
44 C 4.53 -3.39 -0.67
45 C 5.81 -2.93 -1.02
46 C 6.01 -1.62 -1.47
47 C 4.92 -0.75 -1.60
48 C 2.60 1.47 -2.01
49 C 2.71 2.52 -1.10
50 C 2.79 3.84 -1.51
51 C 2.78 4.16 -2.87
52 C 2.77 3.12 -3.80
53 C 2.65 1.79 -3.39
54 H -0.90 -1.16 -3.40
55 H 1.43 -1.24 -3.35
56 H -2.24 -2.65 -3.37
57 H -3.62 -4.69 -3.46
58 H -4.72 -5.54 -1.40
59 H -4.43 -4.34 0.77
60 H -3.01 -2.27 0.85
61 H -1.35 1.25 -3.00
62 H -2.67 3.30 -3.57
63 H -5.07 3.41 -2.85
64 H -6.17 1.40 -1.86
65 H -4.80 -0.59 -1.20
66 H 2.42 -2.88 -0.60
67 H 4.37 -4.40 -0.28
68 H 6.66 -3.60 -0.93
69 H 7.01 -1.26 -1.70
70 H 5.05 0.26 -1.99
71 H 2.79 2.29 -0.03
72 H 2.87 4.63 -0.77
73 H 2.75 5.19 -3.21
74 H 2.92 3.34 -4.86
75 H 2.70 0.98 -4.13
76 Te -1.92 0.58 1.09
77 C -1.06 0.38 3.04
78 C -1.14 1.46 3.94
79 C -0.58 1.33 5.22
80 C 0.06 0.14 5.60
81 C 0.12 -0.93 4.70
82 C -0.45 -0.83 3.43
83 H -1.63 2.38 3.63
84 H -0.65 2.17 5.92
85 H 0.51 0.06 6.59
86 H 0.61 -1.86 4.99
87 H -0.43 -1.66 2.72

Properties
- frontier orbital gap (spin up / spin down) (eV) = 3.00 / 3.28

=====

(6)
CBrCl2NO | wB97M-V/def2-TZVPD

Positions of all 6 atoms, in Å:
1 C 0.87 0.32 -0.02
2 N -2.29 0.11 -0.11
3 O -2.03 -1.01 -0.12
4 Cl 1.86 0.96 -1.27
5 Cl 1.00 1.14 1.49
6 Br 0.60 -1.52 0.04

Properties
- energy relative to the best compared isomer or geometry (same formula, charge and spin) (kJ/mol) = 75.49
- frontier orbital gap (spin up / spin down) (eV) = 8.73 / 7.76

=====

Number 1: DFT total energy -3291.25996 a.u.. Number 2: DFT total energy -968.89199 a.u.. Number 3: DFT total energy -450.64339 a.u.. Number 4: DFT total energy -651.53715 a.u.. Number 5: DFT total energy -2563.37956 a.u.. Number 6: DFT total energy -3662.34827 a.u..